A 12-piece molecular cluster, C35H97F2NO42P9S2 overall in a non-equilibrium geometry, computed with ωB97M-V/def2-TZVPD.

Element x y z (Å)
N -1.0974 -1.0133 0.1984
S -2.4544 -0.9318 -0.4537
O -2.6966 -1.3305 -1.8309
O -3.3499 0.1023 0.0364
F -3.0690 -2.2444 0.2491
S -0.3052 0.0951 -0.6782
O -0.9403 1.3600 -0.9285
O 0.4352 -0.4608 -1.7834
F 0.8285 0.4892 0.3784
C 3.5326 -2.0929 -1.9140
O 4.5405 -1.0647 -1.9436
P 6.0835 -1.4050 -2.1742
O 6.8862 -0.1704 -2.1287
O 6.0035 -2.1841 -3.5467
C 7.1345 -2.3355 -4.4053
O 6.4570 -2.5188 -1.0954
C 6.2568 -2.2606 0.2972
H 3.1495 -2.2272 -2.9244
H 2.7522 -1.7748 -1.2305
H 3.9439 -3.0477 -1.5801
H 6.7464 -2.0222 -5.3741
H 7.4376 -3.3784 -4.5253
H 8.0426 -1.8081 -4.1200
H 5.3518 -2.7741 0.6291
H 6.1105 -1.1957 0.4875
H 7.1018 -2.6403 0.8646
C 3.4089 1.1493 2.6644
O 4.7094 0.7664 2.1971
P 5.9928 1.0646 3.0779
O 7.1859 0.2598 2.8031
O 5.5005 0.9877 4.6081
C 6.4421 0.9958 5.6485
O 6.1925 2.6154 2.8185
C 6.5632 2.9895 1.4966
H 2.7969 0.2841 2.9153
H 2.8863 1.7951 1.9620
H 3.4885 1.7675 3.5608
H 7.4665 0.9819 5.2730
H 6.3966 0.1795 6.3762
H 6.3272 1.8629 6.3051
H 7.6323 3.1944 1.3864
H 6.1163 3.9615 1.3011
H 6.3257 2.2883 0.6993
C 5.2231 -2.4041 3.6127
O 4.4189 -3.5620 3.7888
P 2.8124 -3.4403 3.7930
O 2.1197 -4.7004 3.4942
O 2.4880 -2.7428 5.1857
C 2.1548 -3.5342 6.3104
O 2.5561 -2.2339 2.7814
C 2.4352 -2.3345 1.3781
H 5.6210 -2.1333 4.5953
H 4.7398 -1.5726 3.1103
H 6.1338 -2.6592 3.0660
H 1.3288 -3.0643 6.8446
H 3.0035 -3.5780 6.9965
H 1.7964 -4.5397 6.0848
H 2.6356 -3.3454 1.0167
H 3.1064 -1.6420 0.8607
H 1.4313 -2.0341 1.0670
C -6.4461 -0.2897 -4.4137
O -6.5838 0.4944 -3.2329
P -5.7831 1.8818 -3.1179
O -5.8939 2.7391 -4.3226
O -6.2875 2.5620 -1.7610
C -6.5036 1.7965 -0.5729
O -4.3226 1.3647 -2.7524
C -3.2768 2.3221 -2.7242
H -7.4392 -0.6023 -4.7329
H -5.8270 -1.1671 -4.2245
H -5.9797 0.3028 -5.2035
H -6.2867 0.7368 -0.7169
H -7.5756 1.8381 -0.3689
H -5.9192 2.1874 0.2548
H -3.5050 3.2123 -3.3177
H -2.3239 1.9538 -3.0924
H -3.1126 2.6385 -1.6914
C -4.4753 -4.4854 6.7556
O -3.1393 -4.0864 7.0495
P -2.5585 -2.7953 6.3052
O -3.4325 -1.6191 6.4113
O -1.0726 -2.6925 6.9269
C -0.9720 -2.2174 8.2703
O -2.2765 -3.3256 4.8324
C -1.4804 -2.5745 3.9286
H -4.4305 -5.4384 6.2270
H -5.1084 -3.8295 6.1544
H -4.9941 -4.6052 7.7082
H -1.8294 -1.6099 8.5563
H -0.0376 -1.6758 8.4127
H -0.8981 -3.0913 8.9237
H -0.6541 -3.2037 3.5865
H -0.9876 -1.6936 4.3445
H -2.0317 -2.2678 3.0392
C 0.4695 4.3542 0.2662
O 1.5797 4.9764 -0.3534
P 2.9500 4.1519 -0.4305
O 3.5543 3.8468 0.8650
O 2.5415 2.8450 -1.2395
C 3.4365 1.7110 -1.2673
O 3.8729 5.0408 -1.3906
C 3.4240 5.3010 -2.7129
H 0.6126 3.3205 0.5915
H -0.3698 4.3543 -0.4328
H 0.1282 4.8723 1.1656
H 2.9152 0.9272 -0.7257
H 4.3970 1.9554 -0.8164
H 3.6435 1.3581 -2.2746
H 2.5035 5.8895 -2.7359
H 3.2640 4.3998 -3.3057
H 4.2003 5.9043 -3.1866
C -1.0761 7.1684 -5.5911
O -0.8038 5.9832 -4.8487
P 0.0619 4.7834 -5.5067
O -0.1218 4.5929 -6.9424
O 1.5783 5.1774 -5.0851
C 2.2274 6.2206 -5.7876
O -0.1473 3.5516 -4.5487
C -0.1969 3.8103 -3.1446
H -0.6522 8.0201 -5.0508
H -2.1615 7.2683 -5.5773
H -0.6624 7.2094 -6.5974
H 3.0386 6.6508 -5.1990
H 1.5875 7.0381 -6.1152
H 2.7384 5.8129 -6.6629
H 0.2409 4.7548 -2.8213
H 0.4222 3.0514 -2.6591
H -1.1808 3.6971 -2.6920
C -3.5676 0.2669 -8.4851
O -3.0495 0.1139 -7.1653
P -1.8580 1.0981 -6.6934
O -1.1007 1.6728 -7.8087
O -1.0049 0.2339 -5.6815
C -1.6081 -0.4085 -4.5458
O -2.5935 2.1449 -5.7464
C -3.3223 3.2050 -6.3416
H -2.7956 0.5545 -9.1985
H -4.2817 1.0957 -8.4957
H -4.0798 -0.6431 -8.7826
H -1.1585 -1.3978 -4.4481
H -2.6738 -0.5932 -4.6608
H -1.3159 0.1515 -3.6646
H -2.9407 4.1719 -6.0048
H -4.3657 3.1326 -6.0241
H -3.2707 3.2112 -7.4325
C -0.3575 -7.6741 -2.0534
O 0.8427 -7.0984 -1.5556
P 0.8080 -5.5985 -1.0139
O 2.0684 -5.0963 -0.4750
O -0.4408 -5.6597 0.0005
C -0.7526 -4.5294 0.8250
O 0.2387 -4.8122 -2.2802
C -0.0548 -3.4001 -2.1747
H -0.3685 -8.7278 -1.7530
H -0.2985 -7.7501 -3.1417
H -1.2726 -7.2227 -1.6816
H -0.6875 -4.7866 1.8802
H -1.7932 -4.3008 0.5940
H -0.1682 -3.6396 0.6056
H 0.2597 -2.8940 -1.2700
H -1.1360 -3.2885 -2.2646
H 0.3696 -3.0004 -3.0929
C -6.9977 -1.1381 3.2437
C -5.5118 -1.1232 2.9350
C -5.1754 -2.5785 2.6866
O -6.1004 -3.2997 3.5316
C -7.1765 -2.4858 3.9627
H -7.5902 -1.1575 2.3245
H -7.3118 -0.2603 3.8067
H -4.9694 -0.7524 3.8098
H -5.2594 -0.4360 2.1259
H -4.1790 -2.9085 2.9715
H -5.3452 -2.8860 1.6516
H -7.1052 -2.3175 5.0450
H -8.1666 -2.9242 3.8259
C -1.6037 1.4715 4.9023
C -2.0465 1.0207 3.5174
C -1.9991 2.2872 2.6329
O -1.3949 3.2566 3.4878
C -0.6404 2.5827 4.4650
H -1.1484 0.6453 5.4488
H -2.4880 1.8356 5.4223
H -3.0384 0.5679 3.4943
H -1.3469 0.3122 3.0656
H -3.0005 2.6586 2.4041
H -1.4941 2.0747 1.6848
H -0.3928 3.2095 5.3259
H 0.3239 2.2672 4.0475

Forces on the atoms, in the same order (eV/Å):
N 3.392 1.548 -0.437
S -8.796 -1.619 -1.014
O 1.686 0.921 0.721
O 1.380 -0.520 -0.225
F 0.351 -0.014 0.592
S 3.214 1.337 -0.786
O -0.234 -0.881 0.454
O -0.546 -0.032 0.972
F -0.442 -0.506 0.064
C 0.329 -0.279 -0.241
O 0.411 -0.191 0.274
P -0.704 1.081 0.599
O -0.162 -0.800 -0.142
O 0.719 -0.328 0.540
C -0.119 -0.439 -0.935
O 0.023 -0.082 -0.735
C -0.494 0.287 0.252
H -0.182 0.068 0.067
H -0.090 0.094 -0.187
H -0.005 0.048 0.097
H 0.500 0.231 -0.086
H -0.392 -0.139 0.392
H -0.363 0.503 0.231
H 0.045 -0.131 -0.107
H 0.267 -0.003 0.062
H 0.122 0.093 -0.161
C -0.726 0.806 0.703
O 0.090 -0.842 0.409
P 0.112 0.493 0.202
O -0.403 -0.290 -0.208
O -0.503 -0.093 -0.857
C 1.367 0.363 1.198
O 0.166 -0.222 0.441
C 0.788 1.355 -0.792
H 0.269 -0.229 -0.176
H 0.369 -0.251 -0.493
H 0.113 -0.140 0.051
H -0.057 0.092 -0.133
H -0.648 -0.525 -0.683
H -0.185 0.340 -0.519
H 0.159 -0.458 0.569
H -0.508 -0.254 -0.068
H -0.444 -0.223 0.293
C 1.386 0.020 0.691
O -1.056 -0.386 -0.459
P 0.726 0.047 -0.979
O 0.330 0.504 0.405
O -0.217 0.072 -0.778
C -0.423 -0.194 1.112
O -0.280 0.230 1.299
C -0.138 -0.368 -1.020
H -0.376 0.440 -0.004
H -0.221 -0.088 0.123
H -0.331 -0.264 -0.280
H 0.094 0.235 -0.196
H 0.081 -0.108 -0.185
H 0.303 0.031 -0.433
H -0.099 -0.004 0.048
H 0.247 0.039 0.527
H -0.070 -0.156 0.240
C 0.224 0.032 -0.445
O 0.167 0.834 0.720
P 0.128 -0.213 -0.364
O 0.053 -0.423 1.219
O -0.045 -0.199 -0.998
C -0.622 -0.681 -0.072
O -0.322 -0.179 -0.701
C 0.518 1.120 0.501
H 0.013 0.030 0.048
H -0.016 0.067 0.186
H -0.084 -0.074 -0.053
H 0.368 0.118 -0.030
H 0.101 0.234 0.242
H 0.061 0.132 -0.116
H -0.215 -0.137 -0.081
H -0.370 -0.603 -0.102
H -0.080 -0.096 0.041
C -0.858 -0.784 0.226
O 0.435 0.885 -0.617
P 0.054 -0.508 -0.117
O 0.531 -0.065 0.039
O -0.993 0.266 -0.475
C 0.233 -0.533 0.604
O -0.121 0.162 0.818
C 1.156 0.190 -0.901
H -0.003 -0.016 0.131
H 0.646 0.481 -0.110
H 0.102 -0.166 -0.027
H 0.068 0.099 -0.073
H -0.110 0.239 -0.381
H -0.247 0.055 0.039
H -0.137 -0.185 0.103
H -0.401 0.025 0.379
H -0.337 -0.037 0.217
C -1.436 -0.459 0.557
O 0.991 -0.311 -0.437
P -0.278 -0.095 -0.002
O 0.327 0.246 0.035
O 0.054 0.607 -0.471
C 0.037 -0.227 0.246
O -0.626 -0.546 0.807
C 0.011 0.526 -0.749
H 0.443 0.015 -0.331
H 0.135 -0.020 -0.055
H 0.403 0.371 -0.136
H 0.325 -0.139 0.077
H -0.089 -0.073 0.233
H -0.367 0.339 -0.181
H -0.001 -0.126 0.250
H 0.054 -0.098 0.238
H 0.029 -0.138 0.065
C -0.354 0.574 0.512
O 0.539 -0.954 -0.414
P 0.819 0.516 0.229
O -0.159 0.115 0.335
O -0.501 0.111 -0.003
C 0.925 0.027 -0.698
O -0.615 0.955 -0.310
C 0.822 -0.795 1.503
H -0.031 -0.113 0.111
H 0.067 0.180 -0.397
H -0.203 -0.520 -0.082
H -0.283 -0.107 0.473
H -0.254 -0.106 0.120
H -0.301 -0.058 -0.163
H -0.135 0.221 -0.481
H -0.049 -0.071 -0.199
H -0.208 0.195 -0.598
C -0.230 0.761 -0.157
O 0.424 -0.050 0.077
P 0.228 -0.005 0.003
O -0.224 -0.331 0.212
O -0.652 0.256 -0.641
C 0.498 -0.621 0.163
O 0.475 -0.465 -0.011
C -0.826 0.683 -0.197
H 0.190 -0.337 0.080
H -0.184 -0.134 0.059
H 0.131 -0.129 0.110
H 0.165 0.085 -0.112
H -0.096 0.522 0.096
H -0.436 0.056 0.092
H 0.202 -0.181 0.095
H 0.130 -0.082 -0.001
H 0.191 -0.163 0.049
C 0.053 -1.476 -0.459
O 0.030 0.959 0.486
P -1.001 -0.344 -0.258
O 0.041 0.031 0.036
O 1.080 -0.049 -0.209
C -0.972 0.066 -0.056
O 0.368 -0.318 0.786
C -0.741 -0.364 -1.229
H 0.070 0.186 0.356
H -0.233 0.630 0.012
H 0.123 0.327 -0.150
H 0.325 -0.155 -0.077
H 0.023 0.186 0.145
H 0.238 -0.159 0.078
H 0.499 -0.204 -0.074
H -0.012 0.035 0.175
H 0.228 0.544 0.375
C -0.457 -0.400 -0.410
C 0.545 0.675 0.149
C -0.735 -0.293 0.119
O -0.162 -0.596 0.033
C 0.283 1.150 0.615
H 0.106 0.076 -0.093
H -0.045 -0.146 0.191
H 0.010 -0.184 0.093
H 0.052 -0.265 -0.200
H 0.064 0.241 0.064
H -0.015 0.139 -0.070
H 0.230 -0.112 0.077
H 0.169 -0.327 -0.506
C 0.569 -0.622 -1.133
C -0.406 -0.598 -1.007
C -0.747 -0.399 0.938
O 0.530 1.067 -0.616
C -0.378 -0.065 1.102
H 0.003 0.118 0.177
H 0.325 0.333 0.322
H 0.083 -0.093 0.052
H -0.017 -0.179 0.300
H 0.077 0.016 -0.095
H 0.335 0.390 0.156
H -0.202 0.535 -0.370
H -0.133 -0.552 0.014

Results
LUMO energy in eV: 1.987
Energy in Ha: -8675.8068
Kohn-Sham gap in Ha: 0.35877
Total charge: -1
Largest force on an atom in eV Å⁻¹: 9.00